Entry 1:
Molecular formula: C12H29N3O6PRuS
Method: DFT, wB97M-V/def2-TZVPD

Element x y z (Å)
Ru (-0.005, -0.448, 0.256)
C (-4.452, 1.313, 1.570)
S (-3.246, 0.021, 1.561)
C (-3.410, -0.788, 3.137)
O (-1.876, 0.576, 1.401)
H (-5.372, 0.898, 1.985)
H (-4.612, 1.645, 0.547)
H (-4.053, 2.109, 2.202)
H (-4.412, -1.213, 3.194)
H (-3.253, -0.017, 3.896)
H (-2.649, -1.565, 3.184)
O (0.421, -0.307, -2.171)
C (-0.774, -0.541, -2.297)
C (-1.677, -0.578, -3.488)
C (-3.058, -0.839, -2.864)
C (-2.801, -0.856, -1.370)
O (-3.695, -0.911, -0.521)
N (-1.469, -0.776, -1.116)
H (-1.346, -1.360, -4.173)
H (-1.614, 0.364, -4.034)
H (-3.503, -1.791, -3.159)
H (-3.796, -0.068, -3.085)
C (3.337, -3.617, 1.762)
C (2.764, -3.338, 0.401)
O (1.299, -3.585, 0.368)
P (0.141, -2.726, 0.907)
O (0.135, -2.544, 2.457)
C (0.028, -3.709, 3.399)
C (0.566, -3.287, 4.735)
O (-1.160, -3.470, 0.522)
C (-1.369, -4.425, -0.603)
C (-2.500, -5.339, -0.227)
H (4.417, -3.472, 1.718)
H (3.155, -4.650, 2.058)
H (2.937, -2.948, 2.525)
H (3.144, -4.015, -0.359)
H (2.926, -2.314, 0.060)
H (0.592, -4.534, 2.963)
H (-1.027, -3.977, 3.426)
H (1.642, -3.124, 4.705)
H (0.365, -4.077, 5.459)
H (0.079, -2.378, 5.089)
H (-0.431, -4.953, -0.760)
H (-1.594, -3.817, -1.480)
H (-2.228, -5.981, 0.609)
H (-2.732, -5.976, -1.081)
H (-3.396, -4.774, 0.029)
N (0.944, 1.512, 0.317)
N (1.553, 0.599, 1.236)
H (1.570, 1.773, -0.443)
H (0.551, 2.334, 0.769)
H (1.422, 0.894, 2.203)
H (2.549, 0.462, 1.064)

Forces on the atoms, in the same order (eV/Å):
-0.318 0.154 -0.396
0.026 0.017 0.014
0.103 -0.154 0.165
0.067 0.128 -0.008
0.029 0.013 0.109
-0.020 -0.006 -0.026
0.025 0.054 -0.044
-0.064 0.035 -0.013
-0.014 -0.007 0.003
-0.019 -0.093 0.078
0.011 -0.002 0.019
0.058 -0.097 -0.003
0.120 0.038 0.070
-0.019 -0.101 0.008
0.044 0.040 0.005
0.015 -0.017 -0.141
-0.218 -0.029 -0.062
0.040 0.061 -0.121
-0.002 0.006 -0.004
0.004 0.008 0.012
0.009 -0.009 0.007
-0.003 -0.001 -0.009
-0.007 -0.015 0.002
-0.069 0.000 -0.050
0.205 -0.148 -0.101
-0.029 0.391 0.362
0.041 -0.142 0.018
0.019 -0.069 0.003
-0.008 0.046 -0.001
-0.111 -0.105 -0.022
0.024 -0.040 -0.009
-0.001 0.016 0.008
0.007 -0.016 0.010
0.010 -0.004 -0.006
0.003 0.022 -0.001
0.004 0.012 0.007
-0.005 0.010 0.012
0.011 0.014 0.009
-0.004 0.035 0.008
0.006 0.005 -0.011
0.016 -0.014 -0.004
-0.028 -0.023 0.010
-0.018 0.002 0.002
-0.013 0.026 0.017
0.001 0.006 0.005
0.008 -0.013 0.007
-0.012 -0.003 -0.026
-0.061 0.061 0.033
0.057 -0.119 0.027
-0.001 0.012 0.016
0.075 0.005 0.049
0.014 -0.030 0.004
-0.011 0.039 -0.039

Its multiplicity is 5. The HOMO-LUMO gap (alpha / beta) comes out at 8.97 / 7.59 eV. Its relative energy (zero: lowest compared OMol25 entry of this formula, charge and spin) is 0.781 eV. Its net charge is +3.

Entry 2:
Molecular formula: C12H2Cl5I2O5Rh
Method: DFT, wB97M-V/def2-TZVPD

Element x y z (Å)
Rh (0.559, -1.023, -1.035)
I (-0.158, -0.957, -3.629)
C (-0.569, -3.074, -3.321)
I (0.618, -3.741, -1.631)
H (-0.299, -3.637, -4.206)
H (-1.617, -3.184, -3.070)
O (-1.826, -1.309, 4.717)
C (-1.441, -1.285, 3.590)
C (-2.249, -1.206, 2.320)
O (-3.447, -1.063, 2.273)
C (-1.273, -1.287, 1.210)
C (0.050, -1.295, 1.719)
O (1.053, -1.282, 0.907)
C (0.068, -1.353, 3.166)
O (0.953, -1.435, 3.981)
O (-1.527, -1.351, -0.027)
Cl (3.054, 0.132, -1.191)
C (1.922, 1.404, -0.885)
C (0.607, 0.977, -0.837)
C (-0.388, 1.925, -0.637)
Cl (-2.044, 1.477, -0.641)
C (-0.040, 3.267, -0.440)
Cl (-1.267, 4.434, -0.172)
C (1.298, 3.661, -0.461)
Cl (1.715, 5.302, -0.199)
C (2.299, 2.722, -0.708)
Cl (3.948, 3.181, -0.792)

Forces on the atoms, in the same order (eV/Å):
-1.502 0.698 2.533
-0.157 -0.707 0.320
0.360 0.183 0.273
-0.395 -0.053 -0.619
0.086 0.075 -0.006
0.028 0.122 0.095
-0.239 0.061 -0.004
1.314 -0.229 -0.106
-0.864 0.403 -0.313
0.081 -0.132 -0.228
1.705 0.118 2.214
-2.278 -0.359 -0.570
1.285 0.520 -1.409
-0.741 0.054 1.184
0.362 -0.024 -0.438
1.463 -0.056 -2.821
-0.055 -0.587 -0.179
-0.592 0.165 0.117
-0.080 -0.184 0.041
0.113 -0.089 0.008
-0.057 0.042 -0.066
0.022 -0.082 -0.008
0.010 0.027 0.006
-0.041 -0.010 -0.030
0.050 0.029 -0.015
0.060 0.076 0.016
0.061 -0.062 0.006

The HOMO-LUMO gap (alpha / beta) comes out at 5.13 / 5.07 eV. Its relative energy (zero: lowest compared OMol25 entry of this formula, charge and spin) is 1.268 eV.

Entry 3:
Molecular formula: C12H30BN2O4PS
Method: DFT, wB97M-V/def2-TZVPD

Element x y z (Å)
C (0.763, -1.873, -0.021)
N (-0.530, -1.213, 0.176)
C (-1.060, -0.574, -1.023)
B (-1.303, -1.514, -2.276)
C (-0.891, -0.937, -3.735)
N (0.506, -0.471, -3.706)
C (1.443, -1.485, -4.201)
P (-2.081, -3.265, -2.249)
O (-3.431, -3.204, -3.226)
O (-1.070, -4.348, -3.045)
S (-2.527, -3.994, -0.515)
H (0.637, -2.957, 0.123)
H (1.422, -1.541, 0.787)
H (1.266, -1.602, -0.951)
H (-1.200, -1.791, 0.648)
H (-0.400, 0.251, -1.318)
H (-2.024, -0.103, -0.751)
H (-0.999, -1.716, -4.513)
H (-1.562, -0.107, -4.004)
H (0.617, 0.405, -4.182)
H (2.391, -1.410, -3.659)
H (1.635, -1.322, -5.271)
H (1.055, -2.495, -4.056)
H (-3.211, -2.831, -4.084)
H (-0.481, -4.647, -2.356)
C (-2.041, 1.678, 3.730)
C (-2.889, 2.880, 3.345)
C (-2.919, 2.768, 1.829)
O (-2.835, 1.372, 1.521)
C (-2.478, 0.647, 2.704)
H (-2.190, 1.344, 4.757)
H (-0.981, 1.912, 3.598)
H (-3.899, 2.768, 3.750)
H (-2.488, 3.831, 3.692)
H (-2.057, 3.270, 1.376)
H (-3.830, 3.181, 1.393)
H (-3.364, 0.098, 3.045)
H (-1.693, -0.072, 2.466)
C (3.349, 2.531, 1.525)
C (3.973, 1.524, 2.477)
C (3.282, 0.235, 2.064)
O (2.995, 0.354, 0.666)
C (3.202, 1.710, 0.255)
H (3.946, 3.430, 1.382)
H (2.364, 2.830, 1.894)
H (5.048, 1.450, 2.289)
H (3.828, 1.764, 3.530)
H (2.333, 0.104, 2.597)
H (3.899, -0.649, 2.234)
H (4.115, 1.747, -0.349)
H (2.364, 2.034, -0.363)

Forces on the atoms, in the same order (eV/Å):
-0.329 -0.241 1.417
0.591 0.829 -0.277
-0.536 -0.637 -0.043
0.522 1.472 -0.867
-0.070 -0.475 0.237
-0.303 -0.683 0.458
0.272 0.679 -0.103
-0.969 -1.895 0.051
1.621 -0.037 0.942
-1.233 1.853 -0.150
-0.008 0.232 -0.193
0.252 0.032 -0.534
0.183 -0.120 -0.241
-0.290 -0.107 -0.097
-0.140 -0.317 -0.213
-0.060 -0.122 0.028
0.108 -0.065 -0.149
-0.151 0.310 -0.069
0.033 -0.146 0.141
0.049 0.095 -0.206
-0.048 -0.053 -0.131
0.079 -0.361 0.083
-0.080 0.147 0.018
-0.006 0.095 -0.432
0.454 -0.528 0.427
0.225 0.032 0.014
-0.202 0.072 0.107
0.139 -0.055 -0.169
0.027 0.107 0.150
-0.162 -0.208 -0.045
-0.018 -0.004 -0.021
-0.018 -0.028 0.012
0.021 0.025 -0.014
0.004 -0.009 -0.023
-0.024 0.078 0.028
0.004 -0.063 -0.046
0.038 -0.013 0.064
-0.018 0.051 -0.137
-0.199 0.153 0.052
0.240 -0.025 0.043
-0.225 -0.093 -0.026
0.158 0.234 0.121
0.109 -0.133 -0.145
0.003 -0.022 -0.010
0.022 0.008 -0.026
-0.023 -0.007 0.026
-0.019 -0.014 -0.015
0.038 -0.011 0.060
-0.031 -0.021 -0.074
-0.012 0.085 -0.015
-0.020 -0.095 -0.006

The HOMO-LUMO gap comes out at 7.38 eV. The SMILES is CNCB(CNC)P(O)(O)=S.C1CCOC1.C1CCOC1.

Entry 4:
Molecular formula: C12H30ClLuO2P2Si
Method: DFT, wB97M-V/def2-TZVPD

Element x y z (Å)
C (-1.120, 3.855, -3.773)
C (-0.849, 2.592, -3.128)
H (-1.520, 3.724, -4.812)
H (-0.165, 4.437, -3.766)
H (-1.836, 4.413, -3.120)
O (-0.803, 1.402, -3.313)
Cl (-0.471, 3.177, -0.934)
Lu (-0.316, 0.695, -0.764)
P (2.344, 0.219, -1.004)
C (2.888, -1.361, -1.750)
C (2.513, 1.341, -2.448)
H (3.536, 1.272, -2.839)
H (4.721, 0.525, -0.460)
H (2.259, 2.379, -2.210)
H (3.648, 1.533, 0.589)
H (2.188, -1.607, -2.562)
H (1.853, 0.994, -3.251)
C (3.761, 0.559, 0.097)
H (3.910, -1.221, -2.147)
H (3.778, -0.214, 0.884)
H (2.864, -2.143, -0.973)
P (-2.485, 0.312, 0.830)
C (-3.371, -1.282, 0.677)
C (-2.769, 0.646, 2.604)
H (-3.157, 2.446, -0.206)
H (-4.566, 1.458, 0.337)
H (-3.704, 0.992, -1.132)
C (-3.571, 1.433, -0.133)
H (-2.338, 1.614, 2.891)
H (-3.855, 0.641, 2.832)
H (-4.396, -1.148, 1.066)
H (-2.838, -2.060, 1.250)
H (-2.278, -0.142, 3.204)
H (-3.413, -1.547, -0.389)
C (-0.172, -1.649, -0.278)
O (-0.454, -2.592, -0.962)
C (-0.767, -2.778, 2.452)
Si (0.574, -1.752, 1.683)
C (1.007, -0.272, 2.755)
C (2.057, -2.818, 1.363)
H (-1.566, -2.186, 2.908)
H (-0.370, -3.399, 3.269)
H (-1.199, -3.470, 1.717)
H (1.388, -0.559, 3.757)
H (1.787, 0.353, 2.313)
H (0.149, 0.378, 2.943)
H (2.293, -3.432, 2.245)
H (1.862, -3.514, 0.536)
H (2.966, -2.246, 1.153)

Forces on the atoms, in the same order (eV/Å):
-0.128 1.100 0.011
-0.090 -4.195 -0.510
0.409 -0.160 0.867
-0.611 -0.316 -0.070
0.473 -0.325 -0.549
-0.017 4.351 1.404
-0.120 0.848 -1.027
0.311 -2.204 0.421
1.194 -0.332 -0.232
-0.414 0.042 0.041
0.213 0.022 -0.131
-0.194 0.205 0.081
-0.631 0.030 0.242
0.223 -0.073 0.020
0.143 -0.177 -0.115
0.318 -0.193 0.226
0.048 -0.043 0.051
0.077 0.261 0.267
-0.466 -0.131 0.186
0.016 0.302 -0.345
0.063 0.262 -0.558
-0.852 -0.503 0.682
0.138 0.036 -0.316
0.076 0.359 0.247
-0.247 -0.212 0.045
0.251 0.143 -0.192
0.041 0.181 0.099
-0.306 -0.050 0.227
-0.175 -0.207 0.034
0.602 0.007 -0.219
0.437 -0.088 -0.139
-0.376 0.349 -0.421
-0.220 0.356 -0.325
-0.024 -0.192 0.379
-0.644 2.773 -1.524
0.466 -1.027 1.197
-0.232 -0.369 0.556
-0.119 -1.118 -0.245
0.060 0.439 0.124
0.516 -0.362 0.247
0.055 -0.096 -0.103
0.025 0.143 -0.188
0.077 0.141 0.121
-0.205 -0.169 -0.537
0.044 0.008 -0.012
-0.045 0.010 0.013
-0.102 0.142 -0.147
0.042 0.146 0.146
-0.098 -0.114 -0.033

The HOMO-LUMO gap (alpha / beta) comes out at 3.71 / 3.70 eV. Its relative energy (zero: lowest compared OMol25 entry of this formula, charge and spin) is 0.764 eV. Its net charge is +2.

no.,calculated total energy (eV)
1,-52347.410
2,-104531.697
3,-44900.845
4,-89608.171